# 1
This record from the Open Molecules 2025 dataset describes a molecular structure, C20H20AsN3O5S3Ta. The level of theory is the ωB97M-V functional and the def2-TZVPD basis.

net charge: +1
orbital gap: 8.058 eV
spin multiplicity: 1
LUMO energy: -3.55 eV
relative energy (zero: lowest compared OMol25 entry of this formula, charge and spin): 0.00 kcal/mol

Cartesian coordinates (Å):
C: -2.373 1.328 0.248
C: 1.116 -2.326 -3.167
H: -0.776 4.302 -2.991
H: -3.636 2.184 -1.884
H: -3.807 0.845 2.629
O: -3.637 -1.150 4.276
C: -2.298 0.217 1.259
O: 0.188 -3.715 1.579
C: 6.551 -4.153 -2.958
C: -0.163 -2.686 1.086
N: 8.550 -2.838 -2.948
H: 3.083 -0.764 -1.102
C: -1.458 2.365 -5.267
H: 6.486 -1.811 -5.396
S: 4.464 -3.796 -4.726
H: 8.218 -4.369 -1.621
H: 8.707 -1.363 -4.369
O: -3.145 2.251 0.326
H: -3.439 -1.955 4.771
H: 4.798 -1.923 -2.384
H: -4.039 1.380 -3.436
As: -1.629 2.012 -3.381
C: -3.073 0.092 2.382
C: -0.593 3.356 -2.481
H: -3.833 3.147 -3.368
O: -1.531 1.119 -0.731
C: 7.801 -3.819 -2.456
H: -1.906 3.332 -5.493
C: -2.884 -1.042 3.187
Ta: -0.064 -0.382 -0.831
H: 0.056 -2.463 -3.336
C: 6.833 -2.397 -4.556
C: -3.495 2.194 -2.961
C: 3.376 -2.898 -3.694
C: 2.795 -1.399 -1.925
H: -0.896 3.412 -1.441
O: 0.307 -2.175 -0.045
N: -1.380 -0.689 0.913
S: 1.429 0.952 -0.039
N: 1.476 -1.490 -2.176
C: 6.057 -3.416 -4.025
H: -1.754 -2.902 3.382
S: -0.870 -0.011 -3.224
C: 3.759 -2.064 -2.650
H: 0.461 3.094 -2.548
H: 1.634 -3.689 -4.709
C: -1.214 -1.773 1.664
H: -1.966 1.584 -5.829
C: 2.007 -3.031 -3.936
C: -1.936 -2.002 2.809
H: -0.403 2.374 -5.533
H: 5.981 -4.966 -2.529
C: 8.072 -2.151 -3.979

***

# 2
This record from the Open Molecules 2025 dataset describes a molecular structure, C20H20ClN3O12Ru. The level of theory is the ωB97M-V functional and the def2-TZVPD basis.

net charge: -1
<S²>: 8.76
orbital gap (spin up / spin down): 8.895 / 7.427 eV
spin multiplicity: 6
LUMO energy (spin up / spin down): 2.12 / 0.57 eV
relative energy (zero: lowest compared OMol25 entry of this formula, charge and spin): 24.32 kcal/mol

Cartesian coordinates (Å):
C: -2.787 -0.352 0.986
Cl: 0.003 -6.701 -2.791
H: -3.682 1.278 -1.734
H: -4.734 1.636 0.597
C: -1.865 0.185 -2.090
O: 1.376 0.684 1.580
O: 1.405 5.696 1.055
N: -2.822 0.808 0.115
O: -4.399 3.736 -0.785
O: -2.221 3.303 -0.676
O: 0.152 -0.372 0.078
N: 2.343 1.857 -1.092
H: -1.319 -0.675 -1.695
C: 0.422 -3.566 0.422
C: 1.499 -4.420 0.136
O: -2.644 -0.638 3.351
H: 2.136 0.952 -1.492
C: 1.350 -5.357 -0.880
C: -3.431 3.127 -0.366
H: 3.540 -3.799 0.423
C: -0.759 -3.692 -0.312
H: -3.777 -0.437 -1.312
C: 0.165 -5.471 -1.583
C: -0.901 -4.633 -1.309
H: -3.788 -0.791 1.111
H: -2.161 -0.023 -3.132
O: 3.938 5.827 0.552
H: 2.938 5.873 0.753
O: -0.965 1.269 -2.053
H: -1.829 -4.717 -1.853
C: -3.131 0.451 -1.271
H: 4.433 2.108 -1.377
H: 3.177 -5.431 0.978
N: 1.360 2.542 -0.527
Ru: -0.654 1.916 0.499
H: 2.164 -6.034 -1.097
C: 3.518 2.493 -0.977
H: -2.094 -1.087 0.567
H: 1.452 -1.565 2.751
O: 0.379 -2.714 1.485
C: 0.910 -0.342 1.074
C: -2.211 -0.008 2.405
C: 1.348 -1.704 1.672
H: -1.578 -3.038 -0.061
C: 2.785 -4.417 0.914
C: -3.666 1.897 0.591
C: 0.990 4.560 0.789
O: -1.341 0.901 2.417
H: 2.635 -4.047 1.924
O: -0.101 4.069 1.149
C: 3.278 3.680 -0.301
O: 5.475 4.489 -0.307
H: -1.467 2.106 -2.107
H: 2.319 -1.951 1.234
C: 1.887 3.646 -0.023
H: -3.367 2.189 1.603
C: 4.321 4.702 -0.008

***

# 3
This record from the Open Molecules 2025 dataset describes a molecular structure, C20H20ClN3O4. The level of theory is the ωB97M-V functional and the def2-TZVPD basis.

orbital gap: 7.313 eV
spin multiplicity: 1
LUMO energy: -0.10 eV
relative energy (zero: lowest compared OMol25 entry of this formula, charge and spin): 412.43 kcal/mol

Cartesian coordinates (Å):
C: 1.536 -3.098 1.641
H: -3.967 -0.732 -0.377
N: 2.990 -1.162 2.380
N: 0.573 -2.199 0.873
C: -1.199 0.860 0.398
C: -3.080 -1.148 -0.758
H: -0.795 -2.105 -2.852
C: -0.093 -0.036 0.409
C: -2.546 -1.201 -2.288
H: 1.154 -3.085 2.810
H: -3.556 6.224 -2.584
H: 1.569 -3.973 1.381
C: -0.986 -1.990 -0.873
H: 4.216 0.657 2.540
C: -1.821 3.765 -2.652
C: -2.830 3.626 -1.604
H: 3.216 -0.507 4.359
H: -0.596 -0.765 2.180
C: -2.528 2.582 -0.766
H: 5.108 -0.837 2.019
H: -3.217 -0.828 -3.191
H: 3.251 -2.447 0.625
Cl: 2.247 -0.710 -1.281
H: -3.209 2.670 0.361
H: 4.030 -0.106 0.944
O: -2.307 4.638 -3.533
C: 3.055 -1.479 3.754
H: 1.137 -0.697 2.083
H: -0.259 2.834 -3.694
C: 0.378 -0.940 1.273
O: 0.358 -4.111 -0.649
H: 2.393 -2.053 4.317
C: -0.958 2.724 -2.913
H: 3.634 -3.348 1.983
H: 4.281 -1.956 4.031
C: -1.506 1.822 -0.454
C: -3.498 5.147 -2.917
H: -1.793 0.716 1.354
C: 0.699 0.190 -1.000
O: -3.945 4.390 -1.745
O: -2.136 -1.556 0.005
C: -0.132 -3.040 -0.183
C: 4.111 -0.432 2.016
C: -1.463 -1.887 -2.136
N: 0.457 1.179 -1.812
C: -0.569 1.909 -1.624
H: -4.367 4.951 -3.760
C: 2.963 -2.458 1.908

***

# 4
This record from the Open Molecules 2025 dataset describes C20H20ClN5O3S in the gas phase. The level of theory is the ωB97M-V functional and the def2-TZVPD basis.

orbital gap: 7.727 eV
spin multiplicity: 1
LUMO energy: -0.10 eV
relative energy (zero: lowest compared OMol25 entry of this formula, charge and spin): 9.37 kcal/mol

Cartesian coordinates (Å):
C: 0.001 -0.346 4.147
H: -3.061 -1.306 6.783
H: -2.634 0.356 7.282
C: 4.094 1.625 -5.040
C: -1.154 -1.013 -2.101
N: -0.002 -0.461 -2.624
H: 0.087 -0.338 -3.633
H: -0.409 -1.143 -0.099
C: 1.006 0.014 1.952
H: 5.605 0.094 -4.974
C: 0.619 2.021 0.447
C: -2.470 0.520 3.272
H: 4.780 2.464 -4.908
C: -3.406 -1.791 -2.434
C: -1.063 -0.331 5.026
H: 1.353 2.690 -0.004
C: 2.448 0.315 0.389
O: 1.692 0.482 -4.571
C: 2.418 0.752 -3.631
C: -0.147 0.085 2.830
H: 4.103 -0.400 -5.770
C: -2.235 -1.269 -2.945
C: -3.504 -2.057 -1.075
C: -2.314 0.110 4.598
C: -2.431 -1.822 -0.228
H: 0.969 -0.697 4.468
H: -0.137 1.775 -0.303
H: -3.448 0.838 2.947
N: 1.947 -0.898 2.059
C: -3.344 -0.251 6.712
S: 3.254 0.960 -1.027
C: 2.055 0.477 -2.235
C: 4.805 0.419 -5.635
N: 0.966 -0.068 -1.822
H: 3.252 1.924 -5.674
H: -2.510 -2.042 0.825
H: -4.244 -1.988 -3.083
H: -1.569 0.796 1.373
N: 2.838 -0.712 1.088
C: -1.259 -1.307 -0.741
O: 3.605 1.339 -3.730
H: -4.343 -0.119 7.124
C: -1.405 0.510 2.400
H: 0.146 2.517 1.295
H: -2.153 -1.056 -4.000
N: 1.290 0.839 0.897
H: 5.226 0.685 -6.601
Cl: -4.977 -2.694 -0.434
O: -3.427 0.172 5.372
H: -0.910 -0.668 6.039

***

# 5
This record from the Open Molecules 2025 dataset describes C20H20F3NO4 in the gas phase. The level of theory is the ωB97M-V functional and the def2-TZVPD basis.

orbital gap: 9.203 eV
spin multiplicity: 1
LUMO energy: 0.41 eV

Cartesian coordinates (Å):
F: -1.230 2.513 -1.883
H: 1.916 -1.255 -2.056
H: 4.038 -2.726 -0.428
C: 3.214 0.604 -0.624
H: -6.147 -2.711 0.024
C: 1.129 1.914 -0.618
H: 0.257 -2.574 -0.739
C: 0.195 -0.566 0.991
H: 4.534 -0.540 0.578
C: 1.261 -2.407 -0.354
H: 4.318 -1.542 -1.716
O: 0.260 0.162 1.970
C: 2.547 2.088 1.315
H: 0.941 1.525 -1.608
O: -2.187 -0.312 0.798
F: -1.177 4.429 -0.912
C: -3.148 -0.194 -0.130
H: -4.376 -2.548 0.137
C: -5.337 -2.102 0.419
C: 2.543 -1.087 1.202
H: 2.417 -0.316 1.962
H: -3.156 -0.360 -2.306
H: -0.283 3.889 1.739
C: -1.028 -0.599 0.165
C: 0.451 3.255 1.266
F: -2.162 2.774 0.035
C: 3.641 -1.831 -0.911
H: -4.860 1.076 -0.091
H: -5.403 -2.068 1.513
C: -1.077 3.104 -0.690
H: -4.544 0.171 1.418
C: 2.291 1.557 0.056
N: 1.252 -1.321 0.596
H: 1.580 -3.316 0.176
O: 3.645 0.826 -1.728
H: 1.833 3.342 2.890
C: 2.253 -2.120 -1.483
C: -1.253 -0.655 -1.191
H: 3.468 1.845 1.824
H: 2.891 -2.007 1.689
C: 1.633 2.939 1.910
C: 0.208 2.743 -0.002
C: 3.551 -0.693 0.116
H: -0.533 -0.823 -1.966
O: -5.495 -0.820 -0.138
C: -2.626 -0.399 -1.378
C: -4.543 0.113 0.320
H: 2.296 -2.977 -2.155

***

Electronic energy values (in Eh) by entry order: -4801.97856 -2396.51013 -1698.96878 -2131.99068 -1429.44805.